Below is C14H51BrN21O11Pb as an isolated structure, with properties calculated with the ωB97M-V functional and the def2-TZVPD basis.

Each line ends with the Mulliken charge.
Element x y z (Å)
Pb 0.256 0.809 0.252  2.962
Br 1.206 1.709 3.239  -0.795
O 0.236 1.383 -2.224  0.012
O -1.164 -3.843 4.680  -0.518
O 1.345 3.615 -0.105  -0.285
O 5.345 -1.866 4.064  -0.685
O -4.128 1.664 -6.149  -0.673
O -1.602 2.639 0.310  -0.603
O -1.462 -0.166 2.058  0.095
O -1.657 -0.375 -0.877  -0.622
O 0.618 -2.282 -2.682  -0.832
O 2.842 0.865 0.084  -0.022
O 1.146 -1.522 0.632  -0.402
N -1.967 1.543 -6.129  -0.307
N 5.098 -0.303 2.529  -0.358
N -2.345 -0.088 4.163  -0.363
N 3.461 -0.600 3.929  -0.239
N 0.713 2.004 -4.282  -0.316
N -1.773 3.792 2.120  -0.382
N -3.063 1.270 -4.266  -0.076
N 1.669 5.361 1.237  -0.411
N -3.521 -0.551 -1.969  -0.328
N -3.552 -0.393 2.436  -0.474
N 2.869 -2.675 1.443  -0.277
N 4.301 2.499 -0.496  -0.412
N 4.470 0.598 -1.397  -0.438
N 1.929 -3.318 -0.395  -0.118
N -0.331 3.411 -2.968  -0.290
N 2.281 -1.998 -4.276  -0.458
N -1.954 -2.119 -2.141  -0.251
N 0.263 -1.206 -4.641  -0.337
N -3.464 3.666 0.737  -0.501
N 0.551 5.689 -0.567  -0.308
N -1.713 -5.551 2.675  -0.928
C -3.125 1.430 -5.554  0.563
C 3.761 1.287 -0.590  0.344
C 1.951 -2.439 0.571  -0.031
C -2.268 3.318 1.010  0.539
C 4.672 -0.995 3.569  0.406
C -1.853 -2.976 5.594  -0.464
C -1.224 -3.984 0.878  -0.983
C 1.040 -1.811 -3.773  0.587
C -1.260 -3.385 3.271  -0.332
C 1.194 4.794 0.150  0.410
C -2.374 -1.001 -1.621  0.236
C -2.374 -0.114 2.895  -0.099
C -0.859 -4.421 2.293  0.656
C 0.255 2.257 -3.099  -0.280
H -4.060 4.082 1.438  0.163
H 0.193 -4.635 2.481  0.345
H 0.187 5.422 -1.470  0.139
H -1.741 -3.326 6.620  0.318
H -1.457 -0.044 4.641  0.283
H 0.548 -0.985 -5.585  0.248
H -0.699 -1.056 -4.376  0.117
H 2.363 -4.206 -0.183  0.186
H -3.880 0.288 -1.535  0.300
H -2.910 -2.956 5.329  0.247
H -2.375 4.413 2.640  0.151
H -1.904 1.969 -7.042  0.198
H 3.812 3.211 0.028  0.176
H 2.892 0.210 3.730  -0.043
H 3.366 -3.552 1.502  0.169
H -2.259 -3.008 3.055  0.168
H 5.303 2.571 -0.602  0.177
H -2.669 -5.271 2.509  0.310
H 2.836 -2.049 2.236  0.178
H -1.599 -5.506 3.678  0.394
H -3.191 0.090 4.685  0.153
H 0.757 2.738 -4.974  0.210
H -3.870 1.458 -3.688  0.182
H 2.585 -1.306 -4.945  0.172
H 4.398 0.180 1.983  0.219
H 2.955 -2.613 -3.842  0.248
H 1.354 -3.227 -1.220  0.301
H -0.842 3.478 2.355  0.036
H 0.707 6.684 -0.490  0.191
H -1.088 1.324 -5.680  0.180
H -0.009 4.145 -3.582  0.255
H -4.137 -1.035 -2.606  0.166
H -0.945 -2.158 -2.140  -0.002
H -0.604 -2.523 3.152  0.168
H 4.128 -0.304 -1.696  0.207
H 5.939 -0.671 2.109  0.246
H 5.269 0.917 -1.927  0.173
H -0.545 -4.544 0.235  0.343
H 1.415 6.308 1.481  0.130
H -3.684 -0.665 1.473  0.247
H -1.290 -2.047 5.502  0.059
H -0.939 -2.961 0.635  -0.210
H 1.390 1.264 -4.398  0.170
H 3.075 -1.063 4.740  0.171
H -3.948 -0.756 3.291  0.152
H -2.618 -2.576 -2.750  0.211
H -0.584 3.702 -2.034  0.004
H -2.197 -4.321 0.521  0.404
H 2.181 4.881 1.963  0.246
H -2.157 1.218 -3.822  -0.104
H -3.888 3.193 -0.047  0.235

- energy above the lowest of the compared OMol25 structures with the same formula, charge and spin (kJ/mol) = 0.00
- Kohn-Sham gap (eV) = 7.360
- E_tot (Ha) = -5308.57116
- net charge = +1
- HOMO level (eV) = -9.89
- multiplicity = 1